# 1
{"formula": "BF6H3IO3P2", "method": "ωB97M-V with the def2-TZVPD basis set", "symbols": ["O", "P", "O", "O", "B", "I", "H", "H", "H", "F", "P", "F", "F", "F", "F", "F"], "xyz": [[-0.918, 1.968, 1.572], [-0.720, 2.011, 0.141], [-0.186, 0.634, -0.423], [0.317, 3.158, -0.306], [-2.386, 2.489, -0.719], [-4.148, 1.966, 0.347], [0.044, 0.673, -1.364], [1.182, 2.790, -0.538], [-2.425, 3.047, -1.763], [0.949, -2.088, 1.945], [1.317, -2.677, 0.442], [2.005, -3.948, 1.258], [0.491, -2.053, -0.862], [2.166, -1.249, 0.390], [-0.101, -3.529, 0.571], [2.414, -3.192, -0.690]], "nbo_charge": [-1.074, 2.098, -0.941, -1.000, -0.079, 0.044, 0.505, 0.508, -0.062, -0.591, 2.594, -0.598, -0.607, -0.602, -0.595, -0.600], "e_lumo_ev": 1.21, "total_charge": -1}

# 2
{"formula": "C35H52AuNOP", "method": "ωB97M-V with the def2-TZVPD basis set", "symbols": ["Au", "C", "C", "C", "C", "C", "C", "C", "C", "C", "C", "C", "C", "C", "C", "C", "C", "C", "C", "C", "C", "C", "P", "C", "C", "C", "C", "C", "C", "C", "C", "H", "H", "H", "H", "H", "H", "H", "H", "H", "H", "H", "H", "H", "H", "H", "H", "H", "H", "H", "H", "H", "H", "H", "H", "H", "H", "H", "H", "H", "H", "H", "H", "H", "H", "H", "H", "H", "H", "H", "H", "H", "H", "H", "H", "H", "O", "C", "C", "C", "C", "C", "C", "N", "H", "H", "H", "H", "H", "H", "H"], "xyz": [[-0.322, 0.983, 1.198], [1.064, -5.300, 1.434], [0.930, -3.931, 2.107], [2.306, -3.344, 2.413], [0.077, -3.014, 1.256], [0.579, -2.417, 0.108], [-0.215, -1.633, -0.720], [0.344, -1.152, -2.047], [0.272, -2.284, -3.077], [1.773, -0.623, -1.944], [-1.556, -1.400, -0.364], [-2.095, -2.027, 0.770], [-1.262, -2.817, 1.558], [-3.576, -1.966, 1.102], [-4.269, -3.257, 0.653], [-3.852, -1.726, 2.587], [-2.447, -0.642, -1.305], [-3.136, -1.430, -2.230], [-3.979, -0.889, -3.183], [-4.152, 0.485, -3.236], [-3.481, 1.284, -2.329], [-2.627, 0.755, -1.354], [-1.795, 1.951, -0.244], [-3.141, 2.755, 0.785], [-4.358, 3.260, 0.003], [-2.534, 3.903, 1.598], [-3.634, 1.684, 1.761], [-0.901, 3.213, -1.316], [0.199, 3.866, -0.461], [-0.211, 2.450, -2.449], [-1.763, 4.328, -1.914], [1.642, -5.983, 2.058], [1.576, -5.203, 0.474], [0.087, -5.747, 1.249], [0.402, -4.072, 3.056], [2.910, -3.253, 1.507], [2.850, -3.991, 3.102], [2.227, -2.353, 2.864], [1.611, -2.592, -0.172], [-0.292, -0.342, -2.406], [0.876, -3.134, -2.751], [0.652, -1.948, -4.043], [-0.751, -2.633, -3.216], [2.486, -1.425, -1.747], [1.866, 0.107, -1.140], [2.068, -0.155, -2.885], [-1.675, -3.318, 2.427], [-4.017, -1.144, 0.535], [-3.857, -4.115, 1.189], [-4.136, -3.435, -0.413], [-5.339, -3.210, 0.860], [-3.565, -2.589, 3.190], [-4.918, -1.562, 2.750], [-3.319, -0.853, 2.966], [-2.990, -2.502, -2.194], [-4.492, -1.535, -3.883], [-4.803, 0.934, -3.974], [-3.632, 2.351, -2.385], [-4.110, 3.989, -0.764], [-5.032, 3.748, 0.712], [-4.909, 2.440, -0.455], [-2.281, 4.765, 0.982], [-1.641, 3.584, 2.140], [-3.271, 4.232, 2.334], [-4.013, 0.808, 1.237], [-4.451, 2.098, 2.356], [-2.841, 1.370, 2.441], [0.903, 3.120, -0.088], [-0.198, 4.416, 0.390], [0.747, 4.572, -1.088], [0.455, 1.681, -2.058], [0.396, 3.155, -3.021], [-0.922, 1.984, -3.132], [-2.236, 4.946, -1.154], [-2.528, 3.960, -2.596], [-1.108, 4.979, -2.498], [2.501, 1.228, 1.073], [2.815, 1.452, 2.431], [1.968, 0.569, 3.310], [2.475, 0.160, 4.536], [1.700, -0.615, 5.376], [0.427, -0.977, 4.962], [-0.015, -0.534, 3.735], [0.733, 0.232, 2.921], [3.119, 1.723, 0.525], [2.637, 2.497, 2.714], [3.864, 1.223, 2.635], [3.481, 0.447, 4.814], [2.085, -0.941, 6.333], [-0.218, -1.589, 5.576], [-0.999, -0.792, 3.370]], "mulliken_charge": [0.635, -1.522, -0.217, -1.207, -0.106, 0.045, 0.110, 0.968, -1.562, -1.525, 0.455, 1.452, 0.138, 0.043, -1.463, -1.553, -0.195, -0.713, -1.409, -1.028, -0.498, 0.754, -0.488, 2.387, -1.871, -1.854, -1.711, 2.417, -1.690, -1.865, -1.760, 0.458, 0.278, 0.360, 0.401, 0.303, 0.473, 0.080, 0.328, -0.419, 0.307, 0.472, 0.289, 0.493, 0.047, 0.443, 0.368, 0.179, 0.337, 0.270, 0.461, 0.423, 0.422, 0.162, 0.879, 0.428, 0.483, 0.320, 0.296, 0.563, 0.346, 0.347, 0.195, 0.561, 0.283, 0.648, 0.198, 0.221, 0.273, 0.555, 0.201, 0.684, 0.300, 0.348, 0.305, 0.529, -0.429, -0.800, 0.551, -0.812, -0.623, -0.775, -0.066, 0.199, 0.256, 0.314, 0.491, 0.486, 0.428, 0.528, 0.185], "e_above_lowest_kj_mol": 0.0, "e_lumo_ev": -2.40, "total_charge": 1}

# 3
{"formula": "C6H9BrN4", "method": "ωB97M-V with the def2-TZVPD basis set", "symbols": ["C", "C", "C", "C", "C", "C", "N", "N", "N", "N", "Br", "H", "H", "H", "H", "H", "H", "H", "H", "H"], "xyz": [[-2.186, -1.393, -0.616], [-0.660, 2.288, -0.509], [-3.047, -0.563, -0.224], [0.796, 0.523, 0.185], [-0.694, -1.390, -0.161], [-0.358, -0.164, 0.786], [-1.655, 1.833, 0.156], [0.565, 1.620, -0.530], [2.015, 0.108, 0.409], [-1.566, 0.676, 0.853], [-4.626, 0.131, 0.029], [-2.167, -1.915, -1.535], [-0.802, 3.170, -0.969], [-0.484, -2.285, 0.445], [-0.060, -1.189, -1.009], [-0.081, -0.355, 1.834], [1.277, 1.851, -1.282], [2.381, -0.816, 0.639], [2.814, 0.669, 0.113], [-1.969, 0.592, 1.771]], "nbo_charge": [-0.016, 0.214, -0.092, 0.576, -0.455, -0.161, -0.203, -0.556, -0.682, -0.337, 0.610, 0.238, 0.247, 0.295, 0.249, 0.270, 0.466, 0.464, 0.442, 0.433], "multiplicity": 3, "e_lumo_ev": [-8.10, -11.83], "total_charge": 2}

# 4
{"formula": "C16H18AuFN2S2", "method": "ωB97M-V with the def2-TZVPD basis set", "symbols": ["Au", "C", "N", "C", "C", "N", "C", "C", "C", "C", "C", "C", "C", "S", "C", "C", "C", "C", "C", "C", "S", "H", "H", "H", "H", "H", "H", "H", "H", "H", "H", "H", "H", "H", "H", "H", "H", "H", "H", "F"], "xyz": [[0.907, -1.101, -0.803], [1.982, 1.548, -0.092], [0.778, 0.919, -0.737], [-0.418, 1.355, 0.046], [-0.414, 0.819, 1.495], [0.008, -0.581, 1.716], [1.106, -0.701, 2.673], [-1.073, -1.483, 1.968], [-1.400, -1.870, 3.263], [-2.439, -2.755, 3.505], [-3.158, -3.269, 2.435], [-2.832, -2.899, 1.143], [-1.797, -1.998, 0.883], [-1.469, -1.553, -0.785], [0.823, 1.356, -2.148], [0.065, 2.403, -2.633], [0.255, 2.821, -3.946], [1.208, 2.198, -4.736], [1.961, 1.143, -4.240], [1.773, 0.691, -2.939], [2.684, -0.690, -2.298], [1.838, 2.629, -0.112], [2.873, 1.272, -0.645], [2.070, 1.208, 0.932], [-1.301, 1.030, -0.493], [-0.398, 2.446, 0.103], [-1.432, 0.961, 1.869], [0.224, 1.458, 2.108], [0.870, -0.295, 3.665], [1.984, -0.176, 2.304], [1.369, -1.752, 2.779], [-0.842, -1.476, 4.102], [-2.680, -3.040, 4.520], [-3.963, -3.971, 2.604], [-3.370, -3.322, 0.305], [-0.676, 2.889, -2.015], [-0.345, 3.628, -4.343], [1.357, 2.523, -5.757], [2.682, 0.642, -4.873], [1.191, -3.005, -0.823]], "nbo_charge": [1.249, -0.425, -0.456, -0.247, -0.234, -0.516, -0.405, 0.193, -0.264, -0.220, -0.209, -0.204, -0.208, -0.222, 0.179, -0.269, -0.208, -0.192, -0.218, -0.208, -0.168, 0.202, 0.249, 0.208, 0.254, 0.198, 0.224, 0.198, 0.173, 0.193, 0.228, 0.211, 0.213, 0.215, 0.222, 0.223, 0.219, 0.220, 0.228, -0.627], "e_above_lowest_kj_mol": 0.0, "e_lumo_ev": -1.04}

| no. | E (Eh) |
| --- | --- |
| 1 | -1832.30348 |
| 2 | -1971.79916 |
| 3 | -3026.18811 |
| 4 | -1761.88679 |